(1)
ORCA calculation (wB97M-V/def2-TZVPD) on a molecular structure, C27H40N8O8P2PtS.

```
87
Properties=species:S:1:pos:R:3
Pt -0.198 -0.057 -0.397
O -4.095 3.767 1.920
C -3.411 4.670 1.184
C -3.830 5.992 1.074
C -3.067 6.909 0.378
C -1.861 6.536 -0.213
C -1.439 5.231 -0.103
C -2.212 4.275 0.569
C -1.693 2.905 0.591
O -0.518 2.610 0.580
N -2.712 1.881 0.563
N -2.236 0.706 0.289
C -3.136 -0.263 0.365
C -2.732 -1.626 0.161
C -3.647 -2.671 0.204
C -3.197 -3.966 -0.017
C -1.849 -4.170 -0.249
C -0.987 -3.076 -0.265
N -1.418 -1.839 -0.072
H -4.867 4.186 2.319
H -4.752 6.300 1.553
H -3.411 7.931 0.301
H -1.269 7.263 -0.750
H -0.508 4.909 -0.552
H -4.160 -0.007 0.615
H -4.691 -2.464 0.399
H -3.887 -4.798 -0.013
H -1.456 -5.162 -0.426
H 0.074 -3.183 -0.452
C 3.812 -3.559 -0.284
N 4.115 -2.127 -0.362
C 5.543 -1.812 -0.439
P 2.968 -1.063 0.066
O 1.640 -1.365 -0.563
O 3.534 0.340 -0.489
P 2.818 1.536 -1.316
O 1.336 1.460 -1.140
N 3.386 2.949 -0.775
C 2.699 3.702 0.276
C 4.791 3.307 -0.963
N 3.364 1.299 -2.831
C 4.251 0.237 -3.293
C 3.124 2.361 -3.813
N 2.861 -0.935 1.693
C 1.920 0.013 2.286
C 4.054 -1.143 2.523
H 4.150 -3.991 0.661
H 4.322 -4.068 -1.102
H 2.742 -3.722 -0.392
H 6.088 -2.257 0.397
H 5.702 -0.737 -0.429
H 5.949 -2.220 -1.366
H 1.656 3.403 0.332
H 2.752 4.766 0.040
H 3.179 3.544 1.245
H 5.222 2.747 -1.791
H 5.373 3.102 -0.061
H 4.864 4.371 -1.189
H 4.291 -0.575 -2.573
H 5.263 0.614 -3.464
H 3.872 -0.160 -4.237
H 2.355 3.045 -3.458
H 2.787 1.916 -4.750
H 4.035 2.931 -4.009
H 0.966 0.032 1.748
H 2.320 1.032 2.301
H 1.705 -0.296 3.308
H 4.652 -1.960 2.131
H 3.734 -1.414 3.527
H 4.672 -0.242 2.586
N -0.629 0.091 -2.601
C -0.989 -1.190 -3.116
C -2.331 -1.536 -3.213
C -2.675 -2.837 -3.529
C -1.674 -3.772 -3.758
C -0.333 -3.413 -3.711
C 0.012 -2.113 -3.386
S -2.111 -5.461 -4.001
O -0.924 -6.245 -3.802
O -3.293 -5.702 -3.227
O -2.478 -5.660 -5.458
H -1.320 0.813 -2.775
H 0.278 0.428 -2.912
H -3.103 -0.797 -3.027
H -3.715 -3.133 -3.577
H 0.429 -4.158 -3.899
H 1.052 -1.826 -3.292
```

## Properties
- E (eV) = -89595.4057
- HOMO-LUMO gap (alpha / beta) (Ha) = 0.2596 / 0.1958
- LUMO level (alpha / beta) (eV) = -6.14 / -7.86
- highest occupied orbital energy (alpha / beta) (eV) = -13.21 / -13.19
- total charge = +2
- 2S+1 = 5

***

(2)
ORCA calculation (wB97M-V/def2-TZVPD) on a molecular structure, C27H41BiN4O6SSb2.

```
82
Properties=species:S:1:pos:R:3
Bi -0.546 0.149 -0.175
O -3.187 0.165 -3.681
C -2.264 0.233 -2.894
O -2.155 -0.385 -1.764
C -1.062 1.101 -3.238
C -0.941 1.821 -4.412
C 0.217 2.564 -4.609
C 1.213 2.569 -3.642
C 1.018 1.818 -2.496
N -0.095 1.114 -2.328
C 2.022 1.731 -1.349
O 3.016 2.433 -1.394
O 1.689 0.898 -0.427
H -1.745 1.784 -5.132
H 0.341 3.141 -5.516
H 2.129 3.133 -3.744
N -2.727 -1.262 0.855
C -3.063 -1.178 2.283
C -1.858 -1.588 3.135
C -0.673 -0.875 2.508
O -0.611 0.371 2.627
O 0.061 -1.550 1.726
H -3.484 -0.960 0.250
H -2.495 -2.217 0.602
H -3.941 -1.776 2.546
H -3.288 -0.133 2.499
H -1.705 -2.668 3.114
H -2.019 -1.260 4.162
C 4.934 -1.784 1.693
Sb 2.806 -1.688 1.371
C 2.298 -1.109 3.370
C 2.536 -3.819 1.743
C 2.973 -4.634 0.569
C 4.251 -5.196 0.543
C 4.708 -5.923 -0.543
C 3.881 -6.115 -1.642
C 2.609 -5.567 -1.632
C 2.145 -4.822 -0.549
C 0.784 -4.216 -0.594
Sb 0.712 -2.239 -1.478
C 2.606 -1.950 -2.403
C -0.328 -2.776 -3.267
H 5.152 -2.259 2.650
H 5.354 -0.779 1.687
H 5.399 -2.356 0.891
H 3.082 -1.417 4.061
H 1.358 -1.596 3.628
H 2.156 -0.031 3.429
H 1.479 -3.944 1.976
H 3.119 -4.064 2.631
H 4.893 -5.060 1.406
H 5.704 -6.347 -0.528
H 4.220 -6.688 -2.494
H 1.953 -5.716 -2.483
H 0.343 -4.131 0.397
H 0.107 -4.786 -1.231
H 3.176 -2.877 -2.349
H 3.141 -1.150 -1.899
H 2.426 -1.689 -3.446
H 0.200 -3.600 -3.749
H -0.348 -1.920 -3.941
H -1.354 -3.064 -3.047
C 0.448 3.639 1.070
N -0.653 3.452 2.003
C -0.226 3.291 3.389
C -1.893 3.136 1.605
S -2.275 2.597 0.031
N -2.877 3.315 2.515
C -4.210 2.779 2.299
C -2.826 4.405 3.481
H 1.071 4.457 1.435
H 0.068 3.891 0.084
H 1.069 2.742 1.011
H 0.661 2.659 3.393
H -0.993 2.778 3.959
H 0.013 4.254 3.848
H -4.153 1.809 1.817
H -4.812 3.440 1.670
H -4.693 2.673 3.271
H -1.944 5.018 3.314
H -2.815 4.036 4.508
H -3.710 5.031 3.346
```

## Properties
- E (eV) = -76661.7283
- HOMO-LUMO gap (Ha) = 0.2765
- LUMO level (eV) = -0.07
- highest occupied orbital energy (eV) = -7.60
- total charge = 0

***

(3)
ORCA calculation (wB97M-V/def2-TZVPD) on a molecular structure, C27H41Br39NO3Si in a non-equilibrium geometry.

```
112
Properties=species:S:1:pos:R:3
C -0.677 -4.729 -1.039
C 0.245 -3.808 -1.622
C 0.973 -2.475 -2.290
C 2.516 -2.361 -1.723
C 2.963 -0.782 -1.846
C 3.407 -0.101 -0.398
N 4.170 1.178 -0.653
C 3.635 2.405 0.048
O 2.676 3.201 -0.776
C 3.006 2.144 1.538
O 2.718 0.739 1.861
C 2.188 0.012 0.690
C 0.770 0.581 0.105
C -0.419 -0.462 0.634
O -1.737 0.184 0.783
Si -2.582 0.323 -0.755
C -2.787 -1.344 -1.713
C -4.409 0.944 -0.389
C -1.806 1.702 -1.916
H -1.581 -5.341 -0.554
H 0.410 -1.462 -2.019
H 0.926 -2.542 -3.480
H 3.195 -2.992 -2.466
H 2.662 -2.768 -0.633
H 2.195 -0.112 -2.454
H 3.957 -0.779 -2.508
H 4.195 -0.867 0.068
H 4.090 1.373 -1.696
H 5.206 1.004 -0.495
H 4.570 3.130 0.206
H 2.133 2.587 -1.366
H 1.983 2.759 1.585
H 3.714 2.610 2.352
H 1.977 -1.100 1.070
H 0.456 1.639 0.502
H 0.680 0.610 -1.061
H -0.465 -1.446 -0.015
H -0.077 -0.780 1.731
H -1.734 -1.848 -1.781
H -3.527 -2.093 -1.174
H -3.159 -1.180 -2.826
H -4.647 1.812 -1.169
H -4.491 1.418 0.681
H -5.207 0.095 -0.571
H -0.870 1.306 -2.496
H -1.601 2.636 -1.235
H -2.641 1.924 -2.734
C 7.148 3.271 -2.546
Br 6.237 2.328 -3.983
Br 8.232 2.070 -1.465
Br 8.181 4.778 -3.210
H 6.372 3.679 -1.889
C 0.549 5.199 3.694
Br -0.084 3.439 3.157
Br 1.149 6.248 2.169
Br -0.774 6.152 4.754
H 1.422 5.042 4.337
C -4.714 -6.843 0.529
Br -3.105 -6.475 -0.501
Br -4.543 -8.471 1.580
Br -5.234 -5.324 1.627
H -5.523 -7.010 -0.190
C 1.347 -4.000 3.009
Br 1.135 -2.191 3.691
Br 0.194 -4.337 1.479
Br 3.208 -4.412 2.617
H 1.030 -4.681 3.805
C -8.615 -0.048 -1.051
Br -9.526 -0.991 -2.488
Br -7.531 -1.249 0.030
Br -7.581 1.460 -1.715
H -9.390 0.360 -0.394
C -2.521 8.558 8.159
Br -3.432 7.616 6.722
Br -1.437 7.358 9.239
Br -1.487 10.066 7.494
H -3.297 8.967 8.815
C -1.500 8.870 0.583
Br -2.133 7.110 0.047
Br -0.901 9.919 -0.941
Br -2.823 9.823 1.643
H -0.628 8.713 1.226
C -4.384 5.344 -3.230
Br -2.688 4.659 -2.569
Br -5.783 3.994 -3.172
Br -4.913 6.975 -2.311
H -4.234 5.605 -4.283
C 0.421 -7.449 -4.276
Br 2.030 -7.081 -5.306
Br 0.592 -9.077 -3.225
Br -0.099 -5.930 -3.178
H -0.388 -7.616 -4.995
C 1.779 -4.681 7.474
Br 0.868 -5.623 6.037
Br 2.863 -5.881 8.554
Br 2.813 -3.173 6.809
H 1.004 -4.272 8.130
C -8.497 -4.857 -1.368
Br -9.087 -5.401 0.404
Br -6.915 -5.837 -1.937
Br -9.931 -4.976 -2.677
H -8.212 -3.802 -1.300
C 8.230 7.034 0.223
Br 9.926 6.348 0.884
Br 6.831 5.684 0.281
Br 7.701 8.665 1.142
H 8.379 7.294 -0.830
C 4.900 -9.553 -4.301
Br 4.744 -10.509 -2.614
Br 5.797 -7.841 -4.082
Br 5.744 -10.641 -5.675
H 3.882 -9.339 -4.643
```

## Properties
- E (eV) = -2775810.6381
- HOMO-LUMO gap (Ha) = 0.2826
- LUMO level (eV) = -2.88
- highest occupied orbital energy (eV) = -10.57
- total charge = +1

***

Question: What is the E in the first record?
Answer: -89595.4057 eV

***

Repeat the second record exactly.
ORCA calculation (wB97M-V/def2-TZVPD) on a molecular structure, C27H41BiN4O6SSb2.

```
82
Properties=species:S:1:pos:R:3
Bi -0.546 0.149 -0.175
O -3.187 0.165 -3.681
C -2.264 0.233 -2.894
O -2.155 -0.385 -1.764
C -1.062 1.101 -3.238
C -0.941 1.821 -4.412
C 0.217 2.564 -4.609
C 1.213 2.569 -3.642
C 1.018 1.818 -2.496
N -0.095 1.114 -2.328
C 2.022 1.731 -1.349
O 3.016 2.433 -1.394
O 1.689 0.898 -0.427
H -1.745 1.784 -5.132
H 0.341 3.141 -5.516
H 2.129 3.133 -3.744
N -2.727 -1.262 0.855
C -3.063 -1.178 2.283
C -1.858 -1.588 3.135
C -0.673 -0.875 2.508
O -0.611 0.371 2.627
O 0.061 -1.550 1.726
H -3.484 -0.960 0.250
H -2.495 -2.217 0.602
H -3.941 -1.776 2.546
H -3.288 -0.133 2.499
H -1.705 -2.668 3.114
H -2.019 -1.260 4.162
C 4.934 -1.784 1.693
Sb 2.806 -1.688 1.371
C 2.298 -1.109 3.370
C 2.536 -3.819 1.743
C 2.973 -4.634 0.569
C 4.251 -5.196 0.543
C 4.708 -5.923 -0.543
C 3.881 -6.115 -1.642
C 2.609 -5.567 -1.632
C 2.145 -4.822 -0.549
C 0.784 -4.216 -0.594
Sb 0.712 -2.239 -1.478
C 2.606 -1.950 -2.403
C -0.328 -2.776 -3.267
H 5.152 -2.259 2.650
H 5.354 -0.779 1.687
H 5.399 -2.356 0.891
H 3.082 -1.417 4.061
H 1.358 -1.596 3.628
H 2.156 -0.031 3.429
H 1.479 -3.944 1.976
H 3.119 -4.064 2.631
H 4.893 -5.060 1.406
H 5.704 -6.347 -0.528
H 4.220 -6.688 -2.494
H 1.953 -5.716 -2.483
H 0.343 -4.131 0.397
H 0.107 -4.786 -1.231
H 3.176 -2.877 -2.349
H 3.141 -1.150 -1.899
H 2.426 -1.689 -3.446
H 0.200 -3.600 -3.749
H -0.348 -1.920 -3.941
H -1.354 -3.064 -3.047
C 0.448 3.639 1.070
N -0.653 3.452 2.003
C -0.226 3.291 3.389
C -1.893 3.136 1.605
S -2.275 2.597 0.031
N -2.877 3.315 2.515
C -4.210 2.779 2.299
C -2.826 4.405 3.481
H 1.071 4.457 1.435
H 0.068 3.891 0.084
H 1.069 2.742 1.011
H 0.661 2.659 3.393
H -0.993 2.778 3.959
H 0.013 4.254 3.848
H -4.153 1.809 1.817
H -4.812 3.440 1.670
H -4.693 2.673 3.271
H -1.944 5.018 3.314
H -2.815 4.036 4.508
H -3.710 5.031 3.346
```

## Properties
- E (eV) = -76661.7283
- HOMO-LUMO gap (Ha) = 0.2765
- LUMO level (eV) = -0.07
- highest occupied orbital energy (eV) = -7.60
- total charge = 0

***

Question: E of number 2 (C27H41BiN4O6SSb2)?
Answer: -76661.7283 eV